144
Properties=species:S:1:pos:R:3:forces:R:3 method="wB97M-V/def2-TZVPD" homo_lumo_gap_ev=9.571 fmax_ev_per_a=4.1 homo_energy_ev=-12.0 charge=+1
C -4.482962 6.058060 3.827801 -0.2 0.0 -0.1
C -4.608254 6.158976 2.512021 0.5 0.3 -0.1
C -5.551732 5.345566 1.721693 -1.7 -0.2 0.9
O -6.604934 4.949951 2.172949 1.0 0.2 -0.6
O -5.181519 5.044291 0.435446 0.0 0.0 0.2
C -4.254229 3.958914 0.403451 0.1 0.3 -0.4
C -4.366482 3.199039 -0.910591 0.0 -0.1 0.4
C -4.296743 1.678609 -0.731592 0.1 0.0 -0.6
C -2.927994 1.109663 -1.087377 -0.2 0.4 0.2
C -1.784933 1.678620 -0.225399 0.0 -0.1 -0.4
C -0.742451 0.663734 0.222440 0.2 0.0 0.7
C -1.226020 -0.515710 1.054508 -0.6 0.3 -1.9
C -0.412359 -1.829127 1.067237 -0.8 -0.8 1.7
C 0.841901 -1.713429 1.961438 0.1 -0.4 -0.9
C 1.942162 -2.726085 1.747141 3.9 1.1 -0.2
O 3.129552 -2.409928 1.690271 -3.7 -1.2 0.2
F 1.581490 -4.017948 1.641274 0.1 0.6 0.0
C -0.265526 -2.445563 -0.325259 0.7 0.6 -0.1
C 0.893725 -2.060948 -1.284116 0.3 -0.1 0.4
C 1.883508 -0.946256 -0.923152 0.2 -0.2 -0.4
Br 1.948834 -3.685857 -1.665982 -0.1 0.1 -0.1
C -1.478973 -2.711401 1.862440 0.4 -0.1 1.0
C -2.658292 -3.262701 1.030004 0.0 0.1 -1.2
N -2.397759 -4.565196 0.410542 -0.1 0.3 0.5
C -0.955945 -3.898141 2.697613 0.0 -0.5 0.3
C -2.053132 -4.610303 3.477688 -0.3 0.1 0.8
O -2.235348 -4.464436 4.665040 0.1 0.0 -0.8
C -2.036598 -1.723038 2.912034 -0.2 -0.9 0.2
F -1.513073 -1.825701 4.138561 0.6 0.3 0.1
N -1.816781 -0.238791 2.397591 -0.5 -2.1 0.7
C -3.215061 0.319702 2.410176 0.4 1.3 0.1
C -3.761092 0.569964 3.795039 -1.0 0.0 0.1
C -5.280269 0.804603 3.658021 0.3 -0.4 -0.4
Cl -6.164537 0.075859 5.003352 -0.1 0.2 0.2
O -0.939843 0.318210 3.328549 0.0 0.4 -0.4
C -0.795746 1.744686 3.207854 0.0 0.6 0.4
C 0.664357 2.193997 3.403917 -0.1 0.3 0.0
C 0.903918 3.506210 2.658336 -0.1 -0.3 -0.2
O 1.606018 1.204201 3.061826 -0.3 -0.1 0.0
H -3.716923 6.606957 4.343450 0.1 0.3 0.2
H -5.148424 5.457909 4.422313 -0.1 -0.3 0.1
H -3.975795 6.856020 1.983110 0.2 -0.1 -0.3
H -4.458439 3.297652 1.243965 -0.1 -0.1 0.2
H -3.246185 4.359661 0.495418 0.2 0.1 0.3
H -3.568659 3.534395 -1.561877 0.1 0.0 -0.3
H -5.294466 3.457555 -1.402841 -0.3 0.2 0.1
H -5.017996 1.237934 -1.407752 -0.2 -0.2 -0.1
H -4.608066 1.389616 0.266727 -0.1 0.0 0.2
H -2.754533 1.418397 -2.110052 0.2 -0.1 -0.4
H -2.964955 0.022415 -1.112333 0.1 -0.2 0.2
H -1.253235 2.388951 -0.846888 0.2 0.3 -0.1
H -2.175018 2.284403 0.582796 -0.1 0.0 0.3
H -0.329760 0.233686 -0.678851 0.1 -0.2 -0.2
H 0.092725 1.139041 0.730494 0.1 0.3 -0.1
H -2.116038 -0.836906 0.513459 -0.2 0.0 0.0
H 1.311594 -0.764872 1.784894 0.3 0.2 0.1
H 0.586157 -1.724467 3.013108 -0.1 0.0 0.2
H -0.220559 -3.511635 -0.175772 0.0 -0.3 0.0
H -1.190222 -2.239260 -0.852456 -0.2 0.0 -0.2
H 0.467156 -1.836820 -2.245506 -0.2 0.0 -0.3
H 2.088426 -0.359344 -1.808935 0.0 0.2 -0.2
H 1.560381 -0.261760 -0.154573 -0.1 0.0 0.1
H 2.832196 -1.365638 -0.631736 0.2 -0.1 0.3
H -3.554815 -3.361297 1.628745 -0.1 0.0 0.5
H -2.936490 -2.552061 0.248743 -0.1 0.3 0.0
H -3.247874 -5.106348 0.427888 0.0 -0.2 -0.1
H -2.107232 -4.464615 -0.547409 0.0 -0.1 -0.2
H -0.520303 -4.661989 2.073445 0.0 0.0 -0.5
H -0.212519 -3.634109 3.434456 0.1 0.3 0.1
H -2.683650 -5.319239 2.914831 0.0 0.0 -0.1
H -3.081530 -1.978837 3.057906 -0.4 0.9 -0.2
H -3.240224 1.254712 1.870868 0.3 0.2 -0.2
H -3.837140 -0.351696 1.839837 0.0 -0.5 -0.1
H -3.637267 -0.260170 4.477269 0.3 -0.2 0.1
H -3.356588 1.467302 4.236585 0.5 0.0 0.2
H -5.522488 1.851832 3.548191 -0.2 0.3 0.3
H -5.647468 0.307832 2.769448 -0.2 -0.1 -0.2
H -1.376123 2.192276 4.006534 -0.2 0.1 0.2
H -1.185212 2.155281 2.284533 -0.1 -0.4 -0.3
H 0.788743 2.411482 4.454934 0.3 -0.3 0.4
H 1.932103 3.530481 2.316417 0.3 0.1 0.1
H 0.270097 3.604055 1.781117 -0.1 0.0 -0.2
H 0.739331 4.364235 3.291316 -0.1 0.3 0.2
H 1.822984 1.329345 2.136499 0.3 0.0 -0.2
C 4.967819 -7.209718 -2.651626 0.1 0.0 -0.1
C 4.787676 -6.790651 -4.107954 0.0 0.1 0.1
C 3.380353 -6.290377 -4.424728 0.0 0.0 -0.1
C 2.267901 -7.322671 -4.234333 0.0 0.0 0.1
C 2.432959 -8.604311 -5.049224 -0.1 0.0 -0.1
C 2.423335 -8.370099 -6.557082 0.1 -0.1 0.1
H 4.314770 -8.041857 -2.384719 0.0 0.0 0.0
H 5.995570 -7.527713 -2.471411 0.0 0.0 0.1
H 4.751672 -6.375776 -1.979348 0.0 0.0 0.0
H 5.053442 -7.622401 -4.765568 0.0 0.0 0.0
H 5.497789 -5.989012 -4.329789 0.0 0.0 0.0
H 3.359964 -5.917956 -5.452740 0.0 0.0 0.0
H 3.162370 -5.426063 -3.789737 0.0 0.0 0.0
H 1.313281 -6.855118 -4.498220 0.0 0.0 0.0
H 2.190413 -7.584564 -3.174768 0.0 0.0 0.0
H 1.614685 -9.282387 -4.793696 0.0 0.0 0.0
H 3.354117 -9.118432 -4.763296 0.0 0.0 0.0
H 1.491575 -7.895143 -6.871041 0.0 0.0 0.0
H 2.513116 -9.315369 -7.093110 0.0 0.0 0.0
H 3.252198 -7.735443 -6.873376 0.0 0.0 0.0
C 8.438280 -4.713839 -5.682372 0.1 0.0 0.0
C 9.717264 -5.159707 -4.979554 -0.1 -0.1 0.0
C 9.464965 -5.869011 -3.650152 0.1 0.0 0.0
C 8.777823 -5.017970 -2.580916 -0.1 0.0 -0.1
C 9.508593 -3.727143 -2.214962 0.0 -0.1 0.1
C 10.894014 -3.961877 -1.619880 0.0 0.1 -0.1
H 7.880200 -3.990150 -5.085661 0.0 0.0 0.0
H 8.669814 -4.243031 -6.638595 0.0 0.0 0.0
H 7.787666 -5.568951 -5.878488 0.0 0.0 0.0
H 10.374527 -4.298682 -4.832245 0.0 0.0 0.0
H 10.257527 -5.844771 -5.637436 0.0 0.0 0.0
H 10.417136 -6.240762 -3.262383 0.0 0.0 0.0
H 8.850666 -6.756723 -3.833111 0.0 0.0 0.0
H 8.660560 -5.626557 -1.678687 0.0 0.0 0.0
H 7.763193 -4.769581 -2.908013 0.0 0.0 0.0
H 8.901488 -3.182895 -1.486381 0.0 0.0 0.0
H 9.590188 -3.076761 -3.090121 0.0 0.0 0.0
H 10.831169 -4.575074 -0.718861 0.0 0.0 0.0
H 11.361088 -3.014663 -1.347335 0.0 0.0 0.0
H 11.557877 -4.461960 -2.326004 0.0 0.0 0.0
C -6.410699 9.079582 0.697357 -0.1 0.1 0.0
C -5.857362 10.465034 0.380965 0.1 -0.1 0.0
C -4.464291 10.703027 0.960963 0.0 0.1 0.0
C -4.381997 10.640481 2.487551 0.0 -0.1 0.0
C -5.299420 11.615934 3.222866 0.1 0.1 0.0
C -4.988720 13.080272 2.927113 -0.1 -0.1 0.0
H -6.524707 8.927103 1.772240 0.0 0.0 0.0
H -7.390683 8.939635 0.240469 0.0 -0.1 0.0
H -5.746216 8.302271 0.309142 0.0 0.0 0.0
H -6.553987 11.227840 0.736744 0.0 0.0 0.0
H -5.804808 10.584729 -0.703914 0.0 0.0 0.0
H -4.097569 11.672753 0.615101 0.0 0.0 0.0
H -3.775429 9.958958 0.545858 0.0 0.0 0.0
H -3.346637 10.834116 2.786199 0.0 0.0 0.0
H -4.606457 9.622647 2.824313 0.0 0.0 0.0
H -5.193907 11.444337 4.297161 0.0 0.0 0.0
H -6.345056 11.406295 2.982946 0.0 0.0 0.0
H -3.959832 13.322497 3.200044 0.0 0.0 0.0
H -5.648191 13.735000 3.497235 0.0 0.0 0.0
H -5.125652 13.317999 1.871470 0.0 0.0 0.0